No. 1
The following is a DFT calculation (ωB97M-V/def2-TZVPD) of a 7-piece molecular cluster, C58H120BN6O8 overall at a distorted geometry.

Values from the calculation:
Frontier orbital gap (hartree): 0.369
E_HOMO (eV): -19.683
E_tot (Ha): -3235.6018

Geometry as ORCA input:
```
! wB97M-V def2-TZVPD RIJCOSX def2/J DEFGRID3
* xyz 5 1
O -0.73 -0.02 -2.57
C -0.46 0.08 -1.38
O 0.65 -0.14 -0.74
B 0.50 -0.06 0.76
O -0.92 0.33 0.85
C -1.43 0.41 -0.30
O -2.55 0.90 -0.54
O 1.51 0.85 1.33
C 2.39 0.17 2.04
O 3.44 0.62 2.49
C 1.79 -1.29 2.25
O 0.78 -1.38 1.44
O 2.35 -2.16 2.90
C -6.17 2.50 3.86
C -5.72 1.36 2.87
C -6.87 0.91 1.94
N -6.48 -0.36 1.00
C -5.66 -1.35 1.96
C -5.28 -2.56 1.14
C -6.46 -3.36 0.70
C -7.32 -2.43 -0.23
C -7.72 -1.16 0.54
C -5.71 0.27 -0.17
H -7.03 2.31 4.50
H -6.28 3.38 3.22
H -5.29 2.82 4.40
H -5.33 0.53 3.46
H -4.89 1.60 2.19
H -7.33 1.58 1.22
H -7.64 0.42 2.53
H -6.25 -1.66 2.82
H -4.70 -0.90 2.22
H -4.64 -3.21 1.74
H -4.68 -2.14 0.33
H -7.11 -3.72 1.50
H -6.23 -4.31 0.21
H -8.22 -2.93 -0.58
H -6.72 -2.15 -1.10
H -8.26 -1.28 1.48
H -8.22 -0.48 -0.14
H -6.21 1.08 -0.71
H -5.52 -0.41 -1.00
H -4.73 0.62 0.17
C -1.34 -4.62 1.50
C -2.11 -4.14 0.29
C -1.64 -4.97 -0.84
N -2.21 -4.69 -2.31
C -3.82 -4.78 -2.14
C -4.45 -4.39 -3.48
C -3.91 -3.07 -4.02
C -2.42 -2.85 -4.02
C -1.67 -3.36 -2.74
C -1.73 -5.82 -3.30
H -1.11 -5.68 1.60
H -1.95 -4.40 2.37
H -0.46 -3.98 1.58
H -1.90 -3.08 0.15
H -3.14 -4.38 0.52
H -1.97 -6.00 -0.73
H -0.58 -4.70 -0.87
H -4.01 -3.97 -1.44
H -3.98 -5.80 -1.82
H -5.54 -4.42 -3.50
H -4.28 -5.10 -4.29
H -4.45 -2.29 -3.48
H -4.25 -2.86 -5.04
H -2.25 -1.77 -4.01
H -1.91 -3.05 -4.96
H -1.88 -2.62 -1.97
H -0.59 -3.36 -2.87
H -2.28 -6.75 -3.16
H -0.65 -5.87 -3.18
H -1.94 -5.39 -4.28
C 0.13 4.73 -2.26
C 0.87 4.92 -0.94
C 2.16 4.13 -0.64
N 3.06 4.63 0.56
C 4.26 3.72 0.68
C 5.12 3.86 1.94
C 4.15 3.78 3.15
C 2.97 4.76 3.06
C 2.12 4.47 1.82
C 3.56 6.09 0.32
H 0.75 4.89 -3.14
H -0.80 5.29 -2.37
H -0.19 3.68 -2.24
H 0.07 4.84 -0.20
H 1.09 5.99 -1.03
H 2.84 4.19 -1.49
H 1.99 3.06 -0.53
H 3.74 2.76 0.64
H 4.79 3.92 -0.25
H 5.98 3.20 2.06
H 5.60 4.84 2.01
H 3.98 2.72 3.30
H 4.66 4.01 4.08
H 2.43 4.72 4.00
H 3.39 5.77 3.03
H 1.61 3.51 1.87
H 1.29 5.17 1.81
H 2.73 6.77 0.52
H 3.91 6.18 -0.70
H 4.35 6.30 1.04
C -3.31 4.30 -0.36
C -3.74 4.42 -1.82
C -4.32 3.15 -2.58
N -4.33 3.47 -4.14
C -5.17 2.30 -4.79
C -4.52 0.91 -4.64
C -3.09 1.12 -5.29
C -2.21 2.25 -4.73
C -2.98 3.51 -4.89
C -5.09 4.83 -4.36
H -2.25 4.03 -0.28
H -3.91 3.57 0.17
H -3.26 5.26 0.15
H -2.96 4.95 -2.36
H -4.49 5.15 -1.51
H -5.37 3.00 -2.35
H -3.68 2.28 -2.48
H -6.21 2.33 -4.47
H -5.09 2.62 -5.83
H -4.36 0.44 -3.66
H -4.80 0.12 -5.34
H -2.45 0.25 -5.16
H -3.19 1.29 -6.36
H -1.75 2.17 -3.74
H -1.38 2.49 -5.39
H -2.43 4.40 -4.58
H -3.14 3.72 -5.95
H -4.55 5.66 -3.90
H -6.10 4.67 -4.00
H -5.13 5.02 -5.43
C 5.89 -1.36 0.81
C 4.75 -1.42 -0.24
C 4.98 -2.15 -1.57
N 3.75 -2.27 -2.43
C 3.26 -0.87 -2.97
C 4.28 -0.26 -3.94
C 4.63 -1.10 -5.12
C 4.90 -2.58 -4.77
C 4.05 -3.23 -3.67
C 2.50 -2.86 -1.72
H 6.88 -1.34 0.36
H 5.92 -2.21 1.49
H 5.77 -0.50 1.47
H 4.56 -0.36 -0.41
H 3.91 -1.83 0.32
H 5.39 -3.13 -1.36
H 5.65 -1.78 -2.35
H 2.85 -0.24 -2.19
H 2.32 -1.08 -3.47
H 5.25 0.03 -3.54
H 3.96 0.75 -4.20
H 5.48 -0.65 -5.63
H 3.77 -0.99 -5.78
H 5.93 -2.66 -4.43
H 4.87 -3.23 -5.64
H 4.28 -4.26 -3.39
H 3.03 -3.36 -4.03
H 2.31 -2.29 -0.81
H 2.85 -3.85 -1.45
H 1.61 -2.81 -2.35
C 7.48 -4.41 5.79
C 7.07 -2.87 5.56
C 5.61 -2.53 5.83
N 5.12 -1.07 5.65
C 3.64 -1.09 5.75
C 2.94 0.28 5.67
C 3.68 1.45 6.48
C 5.24 1.46 6.43
C 5.79 0.05 6.50
C 5.46 -0.80 4.21
H 7.13 -5.15 5.07
H 7.12 -4.75 6.76
H 8.56 -4.28 5.88
H 7.48 -2.70 4.56
H 7.74 -2.27 6.18
H 5.26 -2.66 6.85
H 4.93 -3.08 5.17
H 3.56 -1.50 6.76
H 3.10 -1.92 5.29
H 1.95 0.14 6.10
H 2.69 0.68 4.69
H 3.38 1.29 7.51
H 3.44 2.45 6.12
H 5.61 2.09 7.24
H 5.63 1.88 5.51
H 5.64 -0.40 7.48
H 6.84 -0.06 6.22
H 4.74 -1.32 3.58
H 6.49 -1.02 3.92
H 5.47 0.29 4.09
*
```


No. 2
The following is a DFT calculation (ωB97M-V/def2-TZVPD) of a 13-piece molecular cluster, C58H125N3O10 overall at a distorted geometry.

Values from the calculation:
Frontier orbital gap (hartree): 0.317
E_HOMO (eV): -8.078
E_tot (Ha): -3201.2576
Energy relative to the best compared isomer or geometry (same formula, charge and spin) (kcal per mole): 16.11

Geometry as ORCA input:
```
! wB97M-V def2-TZVPD RIJCOSX def2/J DEFGRID3
* xyz 0 1
C -4.51 -1.47 5.32
C -3.86 -2.53 6.18
C -3.44 -3.60 5.18
O -3.05 -2.85 4.07
C -3.84 -1.68 3.98
H -4.32 -0.50 5.78
H -5.59 -1.53 5.21
H -4.55 -3.00 6.89
H -3.01 -2.16 6.76
H -4.26 -4.24 4.85
H -2.55 -4.18 5.45
H -4.63 -1.70 3.23
H -3.16 -0.87 3.72
C 0.43 0.26 4.82
C 1.90 0.10 4.58
C 2.22 -1.09 5.48
O 1.05 -1.89 5.46
C -0.08 -1.04 5.41
H -0.11 0.68 3.97
H 0.29 0.99 5.62
H 2.46 0.96 4.93
H 2.02 -0.17 3.53
H 2.26 -0.73 6.51
H 3.12 -1.68 5.27
H -0.46 -0.88 6.42
H -0.79 -1.60 4.79
C -0.96 4.53 4.31
C -1.32 4.53 2.84
C -0.01 5.09 2.23
O 1.00 4.43 2.98
C 0.53 4.15 4.32
H -1.62 3.89 4.90
H -1.10 5.52 4.76
H -2.16 5.16 2.55
H -1.46 3.50 2.52
H 0.06 6.17 2.36
H 0.13 4.98 1.15
H 0.99 4.86 5.01
H 0.75 3.14 4.66
C -6.33 3.73 -1.84
C -5.02 4.04 -1.21
C -5.50 4.37 0.24
O -6.55 3.43 0.44
C -7.08 2.92 -0.80
H -6.18 3.10 -2.72
H -6.90 4.62 -2.12
H -4.51 4.86 -1.70
H -4.43 3.12 -1.27
H -5.87 5.39 0.27
H -4.75 4.16 0.99
H -8.14 3.07 -0.97
H -6.84 1.86 -0.93
C -6.14 2.05 5.22
C -5.32 2.39 4.00
C -5.98 3.74 3.60
O -6.27 4.39 4.86
C -6.66 3.34 5.77
H -5.55 1.49 5.95
H -6.98 1.40 4.96
H -5.41 1.68 3.18
H -4.27 2.47 4.30
H -6.94 3.46 3.17
H -5.42 4.37 2.90
H -7.73 3.27 5.95
H -6.19 3.56 6.73
C -0.65 -5.14 -5.27
C -1.87 -5.05 -6.22
C -2.67 -3.86 -5.71
O -2.13 -3.62 -4.39
C -1.28 -4.63 -3.94
H 0.20 -4.57 -5.65
H -0.26 -6.16 -5.20
H -2.49 -5.94 -6.25
H -1.55 -4.80 -7.23
H -3.74 -4.09 -5.67
H -2.53 -2.95 -6.30
H -1.99 -5.28 -3.43
H -0.66 -4.15 -3.19
C -3.83 -3.32 0.51
C -3.63 -3.92 -0.87
C -4.15 -5.40 -0.80
O -4.67 -5.43 0.51
C -4.18 -4.50 1.43
H -4.70 -2.66 0.55
H -3.00 -2.72 0.89
H -2.57 -3.93 -1.13
H -4.13 -3.36 -1.65
H -3.32 -6.10 -0.85
H -4.90 -5.54 -1.58
H -3.27 -4.81 1.94
H -4.84 -4.09 2.20
C 1.60 0.26 -5.85
C 0.63 0.41 -4.76
C -0.42 -0.62 -5.09
O -0.41 -0.64 -6.51
C 0.95 -0.54 -6.94
H 2.58 -0.11 -5.56
H 1.80 1.27 -6.20
H 0.24 1.43 -4.77
H 1.13 0.30 -3.80
H -1.40 -0.28 -4.76
H -0.37 -1.62 -4.65
H 1.04 -0.09 -7.93
H 1.51 -1.46 -7.11
C 2.36 -4.17 -3.10
C 3.34 -4.47 -4.21
C 3.92 -3.05 -4.58
O 3.05 -2.14 -3.97
C 1.85 -2.80 -3.53
H 2.92 -4.21 -2.17
H 1.53 -4.87 -3.12
H 2.91 -4.96 -5.08
H 4.18 -5.10 -3.89
H 4.00 -2.93 -5.66
H 4.90 -3.01 -4.10
H 1.20 -2.86 -4.40
H 1.36 -2.25 -2.72
C 2.53 -4.12 2.62
C 1.06 -4.32 2.95
C 0.43 -3.19 2.18
O 1.22 -3.14 0.99
C 2.56 -3.33 1.31
H 3.08 -5.05 2.44
H 2.98 -3.51 3.41
H 1.00 -4.21 4.04
H 0.84 -5.30 2.53
H 0.33 -2.23 2.68
H -0.59 -3.44 1.92
H 3.05 -2.36 1.44
H 3.06 -3.92 0.55
C 3.76 -0.24 -1.23
C 5.06 -1.05 -1.53
N 6.28 -0.20 -1.56
C 7.44 -1.00 -1.13
C 8.60 -0.08 -0.79
C 6.48 0.58 -2.83
C 7.00 -0.20 -4.07
H 3.46 0.30 -2.12
H 3.94 0.53 -0.48
H 2.90 -0.88 -1.04
H 5.17 -1.76 -0.71
H 4.99 -1.65 -2.44
H 7.63 -1.72 -1.93
H 7.10 -1.58 -0.27
H 8.94 0.54 -1.63
H 9.42 -0.72 -0.49
H 8.32 0.53 0.07
H 5.55 1.08 -3.07
H 7.12 1.43 -2.58
H 7.97 -0.67 -3.92
H 6.27 -0.94 -4.38
H 7.20 0.39 -4.97
C -1.63 -1.01 -1.52
C -1.53 0.51 -1.39
N -0.97 1.09 -0.11
C 0.43 0.74 0.09
C 1.10 1.74 1.10
C -1.82 0.76 1.08
C -3.07 1.61 1.06
H -2.41 -1.37 -0.85
H -0.73 -1.56 -1.24
H -1.88 -1.29 -2.55
H -0.92 0.89 -2.21
H -2.49 0.99 -1.59
H 0.70 -0.27 0.39
H 0.92 0.94 -0.87
H 0.86 2.79 0.95
H 0.78 1.52 2.12
H 2.18 1.72 0.96
H -1.25 1.05 1.96
H -2.10 -0.26 1.34
H -3.46 1.59 2.08
H -3.79 1.14 0.38
H -3.00 2.66 0.78
C 3.49 5.89 0.65
C 3.25 4.57 -0.14
N 3.92 4.58 -1.43
C 5.35 4.68 -1.30
C 6.12 3.52 -0.67
C 3.40 3.47 -2.25
C 1.98 3.70 -2.79
H 4.47 5.89 1.14
H 2.72 5.98 1.41
H 3.47 6.78 0.03
H 3.61 3.77 0.51
H 2.19 4.32 -0.15
H 5.77 4.87 -2.29
H 5.74 5.52 -0.73
H 7.12 3.40 -1.11
H 6.25 3.57 0.41
H 5.66 2.54 -0.76
H 3.44 2.48 -1.79
H 4.07 3.37 -3.11
H 1.92 4.65 -3.32
H 1.24 3.67 -1.99
H 1.72 2.90 -3.49
*
```